1.
{"formula": "C27H30N2O5", "method": "wB97M-V/def2-TZVPD", "molar_mass_g_mol": 462.55, "relative_energy_kj_mol": 171.5, "smiles": "C=CCOc1ccc(/C(O)=C2/C(=O)C(=O)N(CCCN3CCOCC3)[C@H]2c2ccccc2)cc1", "elements": ["C", "C", "C", "H", "O", "C", "C", "C", "C", "C", "C", "H", "H", "C", "C", "C", "O", "C", "O", "N", "C", "H", "C", "H", "H", "C", "N", "C", "H", "C", "H", "O", "C", "H", "C", "H", "H", "H", "H", "H", "H", "H", "H", "C", "C", "C", "C", "C", "C", "C", "H", "H", "H", "H", "H", "H", "O", "H", "H", "H", "H", "H", "H", "H"], "xyz": [[-3.22457, -6.08659, 5.11918], [-3.16932, -4.90838, 4.52988], [-2.64153, -4.68309, 3.14618], [-3.48476, -4.51376, 2.45740], [-1.81355, -3.53309, 3.17683], [-1.23588, -3.10623, 2.03211], [-0.41955, -1.97632, 2.14886], [0.19157, -1.43506, 1.04337], [0.02088, -2.01485, -0.21389], [-0.75378, -3.16587, -0.31977], [-1.38848, -3.70281, 0.78275], [-1.99623, -4.58482, 0.65784], [-0.87228, -3.63153, -1.28590], [0.61783, -1.44669, -1.42658], [0.59980, -0.11257, -1.73196], [1.04749, 0.35829, -3.01417], [1.58920, -0.31770, -3.88674], [0.67524, 1.82612, -3.09324], [0.88457, 2.60236, -4.00126], [0.02277, 2.10764, -1.94400], [-0.43226, 3.43016, -1.61162], [-0.43980, 3.99345, -2.54861], [0.47212, 4.13800, -0.59646], [0.10627, 5.15841, -0.47395], [0.40215, 3.64193, 0.37235], [1.92960, 4.18259, -1.06294], [2.59343, 2.89661, -0.90483], [3.10293, 2.69356, 0.44046], [2.29175, 2.80826, 1.16318], [3.68982, 1.28559, 0.54767], [4.11718, 1.11923, 1.53859], [4.73365, 1.09704, -0.37276], [4.27207, 1.31475, -1.68716], [5.13425, 1.18215, -2.34172], [3.68252, 2.71412, -1.85355], [3.29242, 2.82067, -2.86678], [4.48016, 3.46148, -1.69554], [3.50717, 0.56630, -1.93969], [2.89598, 0.54381, 0.36204], [3.89175, 3.42832, 0.68615], [1.94216, 4.44003, -2.12380], [2.46820, 4.97511, -0.51577], [-1.45405, 3.36765, -1.22061], [-0.04312, 1.02326, -0.98360], [-1.46758, 0.71084, -0.58410], [-1.89441, 0.86553, 0.72659], [-3.19137, 0.54050, 1.08337], [-4.07500, 0.06774, 0.12947], [-3.66116, -0.06946, -1.18522], [-2.36400, 0.25015, -1.54020], [-2.03934, 0.14283, -2.56516], [-4.35025, -0.42868, -1.93489], [-5.08636, -0.18864, 0.40778], [-3.51111, 0.65685, 2.10815], [-1.20973, 1.23720, 1.47521], [0.53686, 1.30544, -0.09616], [1.12572, -2.32566, -2.27968], [1.44222, -1.83688, -3.08947], [0.83923, -0.58063, 1.15818], [-0.28599, -1.54474, 3.12801], [-2.07492, -5.55799, 2.80198], [-3.51269, -4.01246, 5.02662], [-3.62917, -6.20628, 6.10883], [-2.87671, -6.98317, 4.63277]], "forces_ev_per_a": [[-0.031, -0.055, 0.025], [0.240, 0.210, -0.256], [-0.273, -0.293, -0.141], [0.178, -0.007, 0.026], [0.093, 0.113, 0.142], [0.207, 0.238, -0.230], [-0.124, -0.186, 0.139], [0.036, -0.221, -0.153], [0.057, -0.359, 0.011], [0.171, 0.256, -0.057], [-0.202, -0.199, 0.270], [-0.063, -0.070, 0.022], [-0.016, -0.058, -0.087], [0.062, 0.417, -0.159], [0.281, -0.036, -0.169], [0.117, -0.797, 0.328], [-0.062, 0.300, -0.060], [-0.166, 0.479, -0.232], [0.213, -0.061, -0.148], [-0.196, -0.310, -0.086], [-0.014, 0.364, 0.110], [-0.083, -0.048, 0.098], [0.143, -0.111, -0.314], [-0.067, 0.001, 0.080], [-0.011, 0.053, 0.130], [-0.182, 0.069, 0.168], [0.172, 0.004, 0.040], [0.091, -0.322, 0.011], [0.007, 0.001, 0.047], [-0.162, 0.225, 0.278], [-0.094, 0.000, -0.031], [0.176, 0.002, 0.078], [-0.054, 0.233, -0.334], [-0.093, -0.009, -0.026], [0.179, -0.293, 0.015], [0.037, 0.037, -0.031], [-0.025, -0.010, -0.042], [0.082, 0.026, -0.008], [0.012, 0.043, 0.046], [-0.069, -0.009, 0.007], [0.039, 0.046, -0.009], [0.036, -0.033, -0.096], [0.058, -0.001, -0.103], [-0.116, -0.246, 0.201], [-0.122, 0.197, 0.139], [0.020, 0.082, -0.215], [-0.125, 0.000, 0.085], [-0.072, -0.005, 0.113], [0.008, -0.020, -0.130], [-0.018, 0.064, 0.073], [0.035, -0.034, -0.127], [-0.065, -0.034, -0.069], [-0.087, -0.020, 0.028], [-0.038, 0.003, 0.098], [0.131, 0.027, 0.084], [-0.030, 0.011, -0.030], [-0.027, -0.023, -0.055], [-0.100, 0.081, 0.194], [0.049, 0.161, 0.009], [0.023, 0.066, 0.122], [-0.073, 0.095, -0.007], [-0.103, 0.090, 0.136], [-0.114, 0.025, 0.186], [0.125, -0.154, -0.135]], "mulliken_charge": [-0.80, -0.19, -0.40, 0.33, -0.37, 0.75, -0.57, 0.02, -0.11, -1.27, -0.33, 0.45, 0.46, 0.35, -0.82, 1.03, -0.84, 0.02, -0.68, 0.45, -1.12, 0.57, -0.54, 0.52, 0.21, -1.28, 0.70, -0.93, 0.42, -0.42, 0.42, -0.49, -0.24, 0.37, -1.03, 0.53, 0.42, 0.05, 0.14, 0.41, 0.52, 0.50, 0.32, 0.68, 0.21, 0.08, -0.83, -0.54, -0.87, -0.49, 0.40, 0.43, 0.43, 0.43, 0.46, 0.28, -0.64, 0.49, 0.34, 0.47, 0.35, 0.29, 0.27, 0.24]}

=====

2.
{"formula": "C3H3InLiO4", "method": "wB97M-V/def2-TZVPD", "molar_mass_g_mol": 224.81, "e_tot_ev": -16710.7383, "multiplicity": 2, "charge": 2, "elements": ["C", "C", "O", "C", "O", "O", "O", "H", "H", "H", "In", "Li"], "xyz": [[-1.94922, 0.98603, 0.39168], [-1.09335, 0.85795, -0.83572], [0.26053, 0.52961, -0.61481], [0.67698, -0.76304, -0.33286], [-0.06042, -1.57400, 0.22126], [1.85845, -0.92885, -0.70344], [-1.67577, 0.54238, 1.48704], [-2.88488, 1.55722, 0.23076], [-1.09289, 1.82072, -1.36283], [-1.58456, 0.11631, -1.48994], [2.33964, 0.98851, -1.10839], [-0.95417, -1.21826, 1.81982]], "forces_ev_per_a": [[-0.268, 0.391, 0.773], [-1.502, 0.388, -0.542], [0.298, 0.400, 0.124], [-2.909, -2.795, 1.635], [0.857, 1.504, -0.871], [1.770, -0.465, -0.244], [0.137, -0.163, -0.645], [0.154, -0.214, 0.006], [-0.051, -0.228, 0.085], [0.259, 0.148, 0.059], [1.522, 1.192, -0.740], [-0.267, -0.158, 0.361]], "mulliken_spin": [0.00, 0.00, 0.03, -0.04, 0.01, 0.13, 0.00, 0.00, 0.00, 0.00, 0.88, 0.00]}

=====

3.
{"formula": "C17H19ClN2O3S", "method": "wB97M-V/def2-TZVPD", "molar_mass_g_mol": 366.87, "relative_energy_kj_mol": 1212.0, "elements": ["C", "N", "C", "C", "C", "C", "C", "C", "C", "C", "C", "O", "H", "S", "C", "C", "O", "N", "H", "C", "H", "H", "C", "C", "H", "C", "H", "C", "H", "O", "H", "H", "H", "H", "H", "H", "H", "H", "Cl", "H", "H", "H", "H"], "xyz": [[-1.27226, -0.84285, 3.42409], [-0.59344, -0.99941, 2.07722], [0.85181, -0.97376, 1.96122], [1.57708, -0.62263, 3.24903], [2.93106, -0.38159, 3.24393], [3.60128, -0.83720, 2.10872], [2.79620, -1.20904, 1.05605], [1.61802, -1.11102, 0.91171], [0.83362, -1.44435, -0.22249], [-0.65316, -1.53125, -0.15279], [-1.14883, -1.44915, 1.05415], [-2.34928, -1.32364, 1.21967], [-1.32844, -1.60567, -0.92514], [1.65303, -1.83889, -1.79525], [0.37977, -1.94106, -2.97446], [-0.65696, -0.97258, -3.17262], [-1.86936, -1.02738, -3.66721], [-0.13350, 0.29334, -2.99067], [0.87761, 0.43988, -2.75850], [-0.79222, 1.43930, -3.29726], [-0.10675, 2.26031, -3.96240], [-1.67682, 1.11777, -3.72592], [-1.00323, 2.23139, -2.06517], [-2.09150, 1.48526, -1.03601], [-2.84718, 2.05999, -1.45752], [-1.63391, 2.15385, 0.19146], [-2.04167, 1.57623, 1.15638], [0.01475, 2.15860, -0.01899], [0.32622, 2.92964, 0.78732], [0.07057, 2.42818, -1.27559], [0.47700, 1.24728, 0.30292], [-1.94882, 3.25682, 0.49587], [-1.97959, 0.54659, -1.20972], [-1.46986, 3.43318, -2.21959], [-0.30182, -2.89901, -2.62258], [0.96574, -2.43310, -4.00948], [3.50590, -1.16294, -0.10883], [4.61339, -1.01381, 2.01158], [3.92400, -0.27756, 4.62642], [1.23736, -0.64809, 4.28786], [-2.44502, -0.96705, 3.24584], [-0.91244, -1.76256, 4.33585], [-0.99834, 0.21799, 3.92087]], "forces_ev_per_a": [[-0.481, -0.639, 2.257], [9.430, 1.132, 6.831], [-2.695, 2.969, 10.838], [-0.994, 0.000, -0.900], [0.569, -2.619, -1.440], [-2.158, 0.204, -0.503], [18.877, 0.791, -3.803], [-13.675, -0.889, -4.198], [-5.169, -1.267, -4.218], [10.093, -0.646, -3.696], [-7.800, 1.801, 1.263], [-5.177, -1.948, -1.902], [-0.999, -0.503, -1.742], [1.023, 1.291, 1.777], [-1.000, -7.807, -1.415], [-3.780, 5.352, -3.480], [4.898, -1.277, 2.475], [3.218, -2.659, 0.647], [-1.456, -0.796, -0.026], [2.308, 5.175, -1.287], [-1.747, -2.685, 0.913], [-2.018, 0.298, -1.265], [-4.975, 2.759, 2.115], [1.996, 8.661, -1.626], [-2.692, -0.383, -0.490], [0.531, -0.641, 4.964], [1.305, 0.918, -1.840], [-3.887, 0.564, 6.730], [0.224, -0.502, -1.893], [4.567, 1.399, -4.365], [0.295, -0.912, -0.081], [0.401, -2.162, -1.604], [-0.015, -6.047, -0.344], [0.988, -3.425, -0.373], [1.673, 1.764, -0.975], [-1.970, 1.885, 2.838], [-2.099, -0.877, 3.609], [1.992, 0.207, 0.157], [-0.080, 0.684, 1.010], [-1.077, 0.179, -0.749], [3.060, 0.421, 0.385], [-0.897, 2.754, -3.176], [-0.605, -2.524, -1.423]], "mulliken_charge": [-0.99, 0.29, 0.53, -0.76, -0.18, -0.91, 0.15, 0.28, 1.01, -0.26, -0.45, -0.82, 0.51, -0.20, -0.44, 0.44, -0.70, 0.04, 0.37, -1.08, 0.21, 0.52, 0.14, -0.99, 0.50, -0.36, 0.19, 0.18, 0.31, -0.40, -0.22, 0.32, 0.33, 0.32, 0.31, 0.36, 0.01, 0.48, -0.21, 0.31, 0.34, 0.25, 0.31]}

=====

4.
{"formula": "C5H7NS2", "method": "wB97M-V/def2-TZVPD", "molar_mass_g_mol": 145.25, "relative_energy_kj_mol": 371.2, "elements": ["C", "C", "C", "C", "C", "H", "H", "H", "H", "H", "H", "H", "N", "S", "S"], "xyz": [[-0.79957, -0.96904, -0.83671], [-0.18533, 0.30174, -0.20038], [0.31659, 0.04676, 1.29297], [1.25749, 0.45927, 0.10789], [-0.90043, 1.58124, -0.41644], [-2.92237, 0.44996, 0.30095], [-0.31218, -2.00402, -0.54453], [-0.75803, -1.02969, -1.95568], [0.36352, 0.78327, 2.07064], [0.14995, -1.16434, 1.48318], [1.82413, 1.42546, 0.12970], [3.52099, -0.55393, 0.29951], [-1.41222, 2.50631, -0.81474], [-2.58721, -1.20674, -0.22381], [2.44466, -0.62624, -0.69256]], "forces_ev_per_a": [[-0.305, -1.626, -0.081], [-0.751, 0.530, 1.849], [0.664, -2.989, -2.691], [1.575, -0.650, 0.882], [1.601, -3.382, -0.130], [0.852, -3.886, -1.379], [-0.512, 2.451, -0.062], [-0.243, 0.715, 0.956], [-0.785, 0.035, 0.293], [0.858, 3.658, -0.025], [-1.699, -0.467, 0.295], [-1.921, -0.020, -1.516], [-1.258, 2.336, -0.449], [0.343, 3.864, 0.777], [1.583, -0.569, 1.281]], "mulliken_charge": [-0.77, 0.80, -0.60, -0.33, -0.19, 0.18, 0.36, 0.40, 0.36, 0.21, 0.35, 0.15, -0.41, -0.24, -0.25]}

=====

5.
{"formula": "C19H25N3O3", "method": "wB97M-V/def2-TZVPD", "molar_mass_g_mol": 343.43, "relative_energy_kj_mol": 286.3, "smiles": "COc1ccc(-c2noc(CCC(=O)NC3CCCCCC3)n2)cc1", "elements": ["C", "H", "O", "C", "C", "C", "C", "C", "C", "H", "H", "C", "N", "O", "C", "N", "C", "H", "C", "H", "H", "C", "O", "N", "H", "C", "C", "H", "C", "C", "C", "C", "C", "H", "H", "H", "H", "H", "H", "H", "H", "H", "H", "H", "H", "H", "H", "H", "H", "H"], "xyz": [[-3.90223, -4.72029, 1.03863], [-4.12889, -5.70415, 1.44610], [-2.59844, -4.81672, 0.51555], [-2.04435, -3.72457, -0.06750], [-2.66624, -2.48458, -0.19429], [-2.00201, -1.43996, -0.80684], [-0.71238, -1.61060, -1.30002], [-0.08886, -2.85389, -1.17384], [-0.74775, -3.89562, -0.56649], [-0.28531, -4.86395, -0.45877], [0.91110, -2.97858, -1.55807], [-0.02199, -0.49571, -1.90500], [1.21314, -0.52870, -2.33612], [1.47476, 0.73825, -2.77131], [0.35838, 1.45596, -2.56214], [-0.58845, 0.74772, -2.04036], [0.34732, 2.90570, -2.86119], [-0.65197, 3.28622, -2.65113], [1.38570, 3.63639, -1.99262], [2.38719, 3.26600, -2.21606], [1.33769, 4.70326, -2.20949], [1.04797, 3.43214, -0.51669], [0.34285, 4.20036, 0.10090], [1.58749, 2.31946, 0.02145], [2.15239, 1.70819, -0.54792], [1.29167, 1.86261, 1.36978], [2.61564, 1.51764, 2.06058], [3.10174, 2.45440, 2.34172], [2.49988, 0.61440, 3.29025], [1.32357, 0.93586, 4.21401], [0.05350, 0.17611, 3.83318], [-0.62592, 0.67863, 2.56279], [0.27387, 0.71378, 1.32975], [-0.36882, 0.87801, 0.46202], [0.77738, -0.24527, 1.19331], [-1.01789, 1.68374, 2.73334], [-1.47650, 0.02621, 2.34946], [-0.66365, 0.25265, 4.65440], [0.30045, -0.88222, 3.71470], [1.13127, 2.00919, 4.21906], [1.59331, 0.64664, 5.23265], [2.41787, -0.42737, 2.97457], [3.43421, 0.70370, 3.84909], [3.26694, 1.01914, 1.33622], [0.82029, 2.72105, 1.85861], [0.58140, 3.05972, -3.91685], [-2.47666, -0.47631, -0.90730], [-3.66460, -2.32314, 0.18040], [-3.95978, -3.97567, 1.83876], [-4.63049, -4.47532, 0.25925]], "forces_ev_per_a": [[-0.228, 0.027, 0.090], [-0.027, 0.093, -0.018], [0.312, 0.017, -0.141], [0.145, 0.134, -0.096], [-0.224, -0.345, 0.204], [0.406, 0.041, -0.184], [-0.329, -0.441, 0.240], [-0.186, 0.140, 0.030], [-0.157, -0.120, 0.109], [0.062, -0.110, 0.008], [0.115, -0.075, -0.022], [0.764, 0.771, -0.464], [-0.134, -1.158, 0.419], [-0.151, 0.919, -0.214], [-0.434, -0.503, 0.060], [-0.168, 0.387, -0.140], [0.301, 0.086, -0.066], [0.044, -0.066, -0.058], [-0.209, 0.108, 0.122], [-0.001, 0.030, -0.021], [0.061, -0.059, 0.073], [0.486, 0.004, -0.458], [-0.405, 0.324, 0.131], [0.267, -0.236, 0.170], [0.007, 0.117, -0.083], [-0.060, -0.090, 0.006], [-0.114, -0.065, 0.091], [0.062, 0.012, -0.069], [0.043, 0.237, -0.006], [0.042, -0.364, 0.041], [-0.157, 0.302, 0.027], [0.167, -0.331, 0.045], [-0.231, 0.332, 0.095], [0.089, -0.032, 0.018], [0.039, -0.125, -0.091], [-0.079, 0.053, -0.012], [-0.071, 0.060, 0.004], [-0.012, -0.092, 0.026], [0.002, -0.062, 0.041], [-0.016, 0.140, 0.099], [-0.008, 0.099, 0.014], [0.047, -0.065, 0.025], [0.012, -0.086, -0.035], [0.048, 0.050, -0.044], [0.066, -0.138, -0.023], [-0.077, 0.025, 0.022], [-0.058, 0.085, 0.005], [-0.085, -0.020, 0.040], [0.002, -0.018, -0.042], [0.033, 0.006, 0.031]], "mulliken_charge": [-0.82, 0.24, -0.46, 1.01, -0.51, -0.54, 0.20, -0.54, -0.60, 0.45, 0.51, 0.25, -0.67, -0.14, 0.42, -0.43, -0.56, 0.33, -0.90, 0.36, 0.37, 0.61, -0.67, -0.12, 0.41, -0.38, -0.91, 0.35, -0.82, -0.69, -0.69, -1.34, 0.21, 0.02, 0.37, 0.40, 0.34, 0.37, 0.35, 0.35, 0.34, 0.36, 0.45, 0.32, 0.53, 0.33, 0.48, 0.40, 0.33, 0.33]}